[1]
Here is a structure of composition C37H60ClF2I2N3NbO16 from the OMol25 dataset. Energies are from ωB97M-V/def2-TZVPD.

Summary:
Total charge   -1
LUMO energy   1.613 eV

Each line ends with the Mulliken charge.
Cartesian coordinates (Å):
H -0.27 0.79 3.39  0.15
H -7.83 3.32 8.19  0.34
H 3.14 3.09 -7.40  0.27
O -5.21 2.39 3.85  -0.50
H -4.88 -0.37 -0.35  0.20
C -0.37 3.03 0.63  -1.18
C -0.66 0.84 -4.00  -0.44
H -6.83 1.86 0.88  0.24
O 0.78 2.89 -5.80  -0.66
O 1.34 0.88 -6.70  -0.25
H 0.56 -11.37 -3.85  0.30
H 5.26 3.14 4.96  0.12
C 4.84 2.13 5.32  -0.89
C 1.61 -1.76 1.07  0.52
C -0.83 -5.09 -5.80  0.45
H -1.86 -6.95 -5.90  0.19
C 0.97 -9.51 -4.85  0.47
O -9.27 3.69 5.26  -0.35
C -8.59 4.86 5.37  0.52
N 0.19 -1.41 0.84  0.12
C 2.18 0.44 -7.77  -0.46
H -4.92 3.23 3.42  0.30
O 2.18 -1.68 2.20  -0.49
H 3.15 0.17 -7.36  0.27
C 1.02 -11.01 -4.77  -0.42
H 2.91 -11.26 -3.80  0.27
C -7.86 4.91 6.68  -0.39
H 0.43 -5.74 -2.99  0.36
F 2.45 -2.28 0.02  -0.26
H -0.24 1.67 -4.68  0.08
C -6.41 1.95 3.13  -0.45
H -9.04 1.87 6.23  0.31
H -0.74 -0.18 -4.50  0.36
O 0.02 -8.82 -4.59  -0.60
C -1.89 -6.03 -5.31  -0.26
N 2.02 0.88 0.14  -0.67
H -0.68 3.25 -1.68  -0.15
H -1.83 0.92 -1.51  0.16
O -1.64 -2.74 1.52  -0.51
H -4.34 1.37 -0.12  0.10
H 1.66 3.64 -8.26  0.30
H -6.74 0.90 3.47  0.26
H 7.83 5.56 4.63  0.31
F -0.47 -1.90 3.28  -0.27
H -8.42 5.54 7.38  0.26
C 3.21 2.15 5.16  -0.30
O 7.69 3.50 4.57  -0.31
O -0.88 -4.43 -6.80  -0.64
C 2.16 2.79 -7.78  -0.53
C 0.24 0.81 -2.62  -0.60
C 8.46 4.69 4.44  -0.43
Nb -0.06 0.77 0.71  -0.53
O 0.25 -5.12 -4.96  -0.39
O -3.09 -0.22 0.70  -0.07
H 9.21 4.90 6.44  0.27
H 0.53 -7.02 -4.21  -0.30
H 0.89 2.60 3.94  0.41
C -2.67 3.55 -0.71  -0.82
C -1.07 3.62 -0.67  0.79
C 2.26 1.61 -8.72  -0.48
H 10.46 5.14 5.21  0.32
H 2.99 -10.30 -6.69  0.27
H -1.91 -5.49 -3.24  0.27
C -5.92 1.76 1.58  0.10
H 0.72 1.84 -2.56  0.43
H -3.04 4.52 -1.22  0.53
H -3.12 3.54 0.34  0.02
H 1.82 2.62 2.29  -0.09
C 9.80 3.07 5.50  -0.43
N 0.54 0.84 2.76  -0.15
H 0.55 3.67 0.86  0.56
H -7.27 2.72 3.16  0.18
C -0.79 0.43 -1.43  0.01
C -4.37 0.36 0.40  -0.30
C 3.03 -10.12 -5.61  -0.46
O 8.09 1.38 5.31  -0.53
H 1.40 1.60 -9.40  0.27
C -2.24 0.66 1.48  0.02
H 10.11 2.74 6.50  0.27
C -7.86 3.46 7.10  -0.39
C 1.34 2.24 -6.66  0.54
O -5.26 0.48 1.54  -0.30
O -8.60 5.73 4.54  -0.59
C -1.48 -6.27 -3.87  -0.52
H -2.69 1.71 1.59  -0.10
H -5.24 2.66 1.36  0.08
C 2.39 2.02 -0.35  0.85
Cl -0.68 5.46 -0.68  -0.27
I 1.76 -0.78 -3.01  0.04
C 0.02 -6.10 -3.94  0.34
H 3.17 1.61 -9.33  0.31
C 8.45 2.52 5.15  0.50
H -2.21 0.23 2.56  0.44
H -1.79 -7.24 -3.48  0.29
H 0.50 -11.42 -5.64  0.27
H 2.81 1.56 6.07  0.21
H -1.70 1.21 -3.67  0.21
H -2.88 -5.57 -5.37  0.30
C 1.42 1.97 3.13  -0.33
H -6.84 5.30 6.55  0.27
C 9.57 4.56 5.46  -0.49
H -10.00 3.10 7.09  0.30
H 4.06 -9.87 -5.34  0.30
C 2.74 1.32 3.86  -0.65
O 2.66 3.22 -0.64  -0.64
C 2.50 -11.29 -4.82  -0.49
H 1.74 -0.44 -8.25  0.31
H -1.11 3.25 1.51  0.52
H 5.32 1.26 4.75  0.30
H -3.09 2.70 -1.38  0.09
C -9.12 2.93 6.47  -0.45
I -1.18 -1.74 -1.77  0.05
H -6.98 2.96 6.68  0.16
H 2.82 3.22 5.15  0.36
H 8.85 4.74 3.42  0.26
C -0.67 -2.01 1.85  0.48
H 3.56 1.30 3.03  0.26
H 5.13 2.00 6.43  0.30
H 10.53 2.75 4.75  0.26
H 2.45 0.26 4.14  0.22
O 2.16 -9.03 -5.30  -0.33
H 2.76 -12.26 -5.25  0.32

=====

[2]
Here is the ion C37H60N15O6 with charge +1 from the OMol25 dataset. Energies are from ωB97M-V/def2-TZVPD.

Summary:
Total charge   +1
LUMO energy   -1.387 eV

Each line ends with the natural charge from an NBO analysis.
Cartesian coordinates (Å):
C 0.77 0.26 -1.29  -0.25
O -3.26 -1.14 0.46  -0.67
N 1.97 -3.16 -1.06  -0.31
C -1.19 1.48 -0.54  0.64
H -6.11 3.24 1.16  0.21
H -0.85 -4.82 3.48  0.23
C -1.29 -3.66 -0.89  -0.05
H 1.95 -2.61 0.47  0.44
C 3.83 -1.56 -6.35  -0.61
C 1.15 -3.33 -3.09  -0.09
C -5.69 1.18 1.77  -0.24
H -1.64 -1.99 0.05  0.52
H 4.64 -4.07 -5.68  0.23
H 1.16 6.43 1.53  0.19
C 2.69 -1.67 -4.13  -0.13
H 3.94 -2.94 1.82  0.21
C 2.66 2.79 1.49  -0.11
H 3.09 -0.86 -6.71  0.23
H 1.98 0.94 2.33  0.20
C -2.17 -2.46 2.99  -0.07
H 3.58 3.25 1.11  0.18
H 3.07 5.22 2.00  0.17
C 3.22 -2.50 -5.31  -0.22
H -0.60 0.47 -4.87  0.25
H 4.75 3.32 -2.24  0.24
C 0.99 -3.75 -1.79  0.12
H 2.38 -3.02 -5.78  0.23
C -5.37 0.33 -0.46  -0.25
H 0.64 -0.82 -1.18  0.20
C 1.45 -0.84 -4.54  0.69
H 2.31 5.22 3.61  0.21
C 2.90 1.33 1.91  -0.08
C 4.67 2.55 -1.53  -0.18
C -3.12 2.27 0.28  0.63
H 5.27 0.78 1.06  0.21
C 4.26 -3.51 -4.83  -0.61
H -6.76 1.05 1.59  0.21
O 3.22 0.46 0.85  -0.56
O 2.22 3.45 2.66  -0.56
C -3.86 -0.43 1.25  0.71
O -0.87 -2.55 -0.12  -0.78
C 1.70 0.57 -2.47  -0.22
N -2.57 2.60 1.44  -0.68
C -1.25 2.39 1.51  0.64
H 3.69 1.31 2.68  0.18
O -0.01 5.77 3.05  -0.54
H -4.56 1.84 -1.81  0.25
N -4.46 2.52 0.14  -0.40
H 2.66 0.08 -2.30  0.23
N 2.09 -2.06 1.38  -0.79
H 3.50 -1.05 -3.74  0.24
H -6.11 2.30 -1.08  0.21
N 2.69 -2.41 -1.83  -0.07
C 2.97 -2.80 2.30  -0.22
C 4.61 1.68 -0.71  -0.07
N 1.08 0.15 -3.71  -0.44
C -1.22 3.67 3.58  -0.25
H -3.03 0.76 2.85  0.28
O 0.80 -1.14 -5.52  -0.63
H -0.10 -4.52 1.93  0.22
C -5.24 2.61 1.35  -0.24
N -0.97 -0.66 2.65  -0.02
H -3.06 -3.04 3.15  0.23
H -4.61 3.07 2.11  0.25
H 1.16 -1.86 1.85  0.44
H -6.42 0.02 -0.58  0.21
H 3.21 -4.72 3.15  0.23
C 4.52 0.61 0.27  -0.15
H 3.83 -4.22 -4.13  0.21
H 1.26 -5.03 4.24  0.23
H 5.09 -3.01 -4.35  0.20
H 3.11 -2.20 3.20  0.20
H -0.39 -5.37 -1.83  0.24
H 0.47 4.81 1.27  0.18
N -5.00 0.21 0.94  -0.42
H -2.08 1.02 -2.86  0.25
H 0.60 -3.53 -3.99  0.25
C -0.84 -2.81 2.89  0.12
N -2.19 -1.12 2.83  -0.14
H -0.03 1.90 -3.96  0.20
H -4.11 -0.58 3.42  0.24
H 4.66 -1.00 -5.92  0.20
H 1.90 2.82 0.70  0.19
N -0.16 -1.66 2.69  -0.31
H 0.39 2.70 2.65  0.43
N -0.52 0.86 -1.52  -0.41
N 2.21 -2.50 -3.05  -0.13
C -5.16 1.80 -0.91  -0.24
H -2.24 3.36 3.78  0.21
C -1.25 5.12 3.04  -0.07
H -4.73 -0.35 -1.03  0.25
H 1.17 0.67 -0.37  0.26
H 4.72 -0.34 -0.23  0.23
C -3.34 -0.28 2.69  -0.33
H 2.51 -1.15 1.12  0.44
H 2.15 -4.70 1.75  0.21
H 4.20 -2.13 -7.19  0.22
H -2.06 -4.23 -0.35  0.17
H -5.50 1.00 2.82  0.22
C -1.14 0.48 -2.77  -0.22
C 2.21 4.87 2.58  -0.09
C -0.08 -4.56 -1.17  -0.44
C 0.91 5.48 2.02  -0.10
H 1.87 1.65 -2.52  0.21
C -0.19 0.82 -3.92  -0.24
H -0.64 3.65 4.50  0.22
H 0.28 -4.99 -0.23  0.22
C 1.20 -4.14 3.62  -0.41
H -1.35 -0.60 -2.77  0.19
H -1.69 5.11 2.03  0.17
C 2.40 -4.16 2.67  -0.41
H 1.28 -3.28 4.29  0.21
N -0.52 1.81 0.56  -0.63
N -2.48 1.75 -0.76  -0.64
H -1.72 -3.32 -1.84  0.17
N -0.62 2.74 2.65  -0.60
H -1.89 5.72 3.69  0.20
C -0.18 -4.14 2.95  -0.43

=====

[3]
Here is a cluster of 7 separate species, C37H61N6O2P2S in total from the OMol25 dataset. Energies are from ωB97M-V/def2-TZVPD.

Summary:
Total charge   -1
ΔE to the lowest compared entry with this formula, charge and spin   541.9 kJ/mol
LUMO energy   1.823 eV

Each line ends with the Mulliken charge.
Cartesian coordinates (Å):
C 7.01 3.57 1.64  -0.47
H 5.26 1.78 -0.07  -0.08
H 5.08 -3.36 2.24  0.40
H 4.54 -2.11 -0.73  0.32
C 0.38 -12.11 -0.05  -0.42
H 0.39 -13.11 0.35  0.37
C -6.35 1.02 1.20  -0.80
H -0.98 -7.01 1.20  0.18
H 0.89 5.99 -4.11  0.41
H -6.00 0.85 2.32  0.31
H 4.27 -0.93 0.74  0.17
C 2.44 7.15 -2.98  -0.26
H -4.83 2.13 -3.33  0.40
C 1.22 9.04 -3.02  -0.47
H 9.98 2.95 2.80  0.37
C -1.54 -5.60 -1.61  -0.91
C -3.29 1.69 -1.63  -0.04
H 6.01 -1.07 -0.07  0.21
H 3.33 3.98 -0.09  0.21
H -1.30 4.82 -1.46  0.24
H 5.96 3.75 1.83  0.42
H 7.44 -6.00 -0.05  0.20
C -7.97 2.51 4.35  -0.21
H 0.67 -12.40 -2.25  0.37
H -6.66 2.93 2.74  0.23
H 0.50 -9.68 -2.31  0.34
H -3.42 -4.50 -1.13  0.21
H 3.45 -0.21 -1.93  0.32
C -1.40 3.65 -1.45  -0.56
P -6.25 1.91 -1.20  -0.26
C -8.75 3.35 5.12  -0.60
C 2.39 3.30 0.16  -0.48
H -7.44 -1.02 0.68  0.34
H -7.43 1.49 1.38  0.35
H 4.71 -5.89 3.15  0.37
C 5.35 -5.58 2.34  -0.61
H -6.04 3.35 -1.30  0.12
H 3.23 6.43 -2.79  0.46
N 0.53 8.05 -3.67  0.00
C 4.31 1.59 -0.73  -0.09
H 4.22 2.37 -1.63  0.26
H -0.38 8.15 -4.09  0.21
C 6.13 -6.42 1.57  -0.44
C -6.60 -0.33 0.25  0.17
H -3.72 3.98 -1.66  0.28
N 6.79 -5.65 0.64  -0.02
C -0.76 -6.42 -0.82  -0.27
N -7.31 3.28 3.43  0.08
S -5.16 -2.66 -1.30  -0.49
H -1.11 3.21 -2.49  0.23
H 0.81 10.03 -2.93  0.37
H -3.06 0.96 -0.74  -0.26
H -3.08 3.23 0.04  0.04
C 1.27 6.89 -3.65  -0.58
C -2.62 -5.16 -0.82  0.38
H 6.85 -3.57 0.17  0.35
H -4.85 0.35 -2.62  0.22
H 3.18 9.04 -2.03  0.37
H -7.25 5.36 2.96  0.37
H -5.13 -2.29 1.52  0.07
N 7.88 3.33 2.66  -0.02
O -6.76 0.20 -1.14  -0.49
H 0.08 -10.79 1.74  0.33
H 0.15 -8.92 0.06  0.13
C 2.41 8.50 -2.58  -0.50
C 9.14 3.15 2.15  -0.46
C 2.95 1.74 0.22  -0.53
H 7.30 3.70 -0.53  0.44
C -0.32 3.07 -0.34  -0.38
H -3.80 -0.77 0.38  0.03
C 0.21 -10.95 0.68  -0.45
C -7.66 4.59 3.60  -0.50
H 6.27 -7.49 1.60  0.37
C 0.44 -10.36 -1.47  -0.29
H 2.10 1.01 -0.15  0.23
C 0.52 -11.73 -1.41  -0.52
H 3.16 1.47 1.36  0.28
H -0.40 3.64 0.69  0.26
H -9.39 3.04 5.94  0.37
C 5.54 -4.26 1.86  -0.16
H 1.16 4.55 -1.40  -0.01
C -2.96 3.25 -1.15  -0.25
H 1.42 2.75 -1.88  0.22
H 5.33 0.11 -2.17  0.31
C 1.18 3.45 -0.95  -0.26
C -2.47 -5.72 0.43  -0.77
N 0.25 -9.89 -0.19  0.11
H 7.64 3.28 3.64  0.20
C -8.56 4.67 4.65  -0.43
H -7.83 1.44 4.38  0.33
H 0.15 -6.97 -1.04  0.42
C 4.86 -1.07 -0.28  -0.77
H -3.08 -5.64 1.32  0.37
C -4.76 1.50 -2.33  -0.95
C 4.46 0.09 -1.38  -0.67
N -1.34 -6.48 0.42  0.03
C 9.07 3.28 0.78  -0.57
H 9.89 3.19 0.09  0.38
H -6.98 1.96 -2.48  0.02
C 6.44 -4.34 0.81  -0.44
H -7.54 2.27 -0.65  0.13
H -9.02 5.57 5.02  0.38
O -5.44 1.83 0.34  -0.45
H -2.48 1.44 -2.47  0.41
H -1.34 -5.35 -2.65  0.39
H -0.37 1.90 -0.23  0.16
H 2.02 3.61 1.24  0.31
P -5.06 -1.51 0.28  0.13
C 7.71 3.55 0.45  -0.28

=====

Orbital gap in eV, matching the order above: 6.52 9.28 6.14
E_HOMO in eV, matching the order above: -4.91 -10.67 -4.32